Below is 2 unconnected molecules or ions with the total composition C18H25Br2N3O5 at a distorted geometry, with properties calculated with ωB97M-V with the def2-TZVPD basis set.

Cartesian coordinates (Å):
C 0.526900 -1.051703 1.501240
C 1.718845 -0.212607 1.803149
Br 1.386836 1.563029 2.395482
C 2.967695 -0.642555 1.697846
Br 3.239613 -2.431195 1.078013
O 4.068996 0.092888 1.972745
C 4.753103 -0.298580 3.148520
O 5.747049 -0.939140 3.081575
C 4.180709 0.278295 4.368179
C 3.955826 1.670149 4.401053
C 3.469035 2.269239 5.527244
N 3.164359 1.510236 6.622127
C 3.369823 0.160694 6.626212
C 3.884914 -0.474476 5.524924
O 4.113938 -1.813344 5.665563
N 3.569549 -2.606673 4.578735
O 4.093701 -3.629427 4.540393
H -0.397579 -0.550831 1.760454
H 0.493372 -1.373143 0.464947
H 0.560392 -1.951828 2.111823
H 4.158389 2.299145 3.551861
H 3.305100 3.327993 5.614982
H 2.813279 1.947510 7.454312
H 3.128677 -0.384365 7.521759
C -1.638086 2.108328 -2.282573
C -2.856555 1.262154 -2.681419
C -3.047591 1.331638 -4.202542
C -1.988405 0.590903 -5.026650
C -1.370990 -0.601273 -4.281077
C -2.243716 -1.180780 -3.160940
N -2.562119 -0.110454 -2.212494
O -3.253373 -0.505089 -1.185085
C -1.394870 -2.223207 -2.436521
C -3.472681 -1.875819 -3.752854
C -4.093966 1.874148 -2.043513
H -1.507487 2.084267 -1.199510
H -1.749722 3.153881 -2.583942
H -0.720774 1.729689 -2.735981
H -4.032866 0.929933 -4.451623
H -3.077612 2.378356 -4.512246
H -2.443238 0.253475 -5.960186
H -1.192003 1.278772 -5.317385
H -1.120724 -1.388103 -4.994548
H -0.416944 -0.287414 -3.848147
H -0.538426 -1.767455 -1.936556
H -1.013523 -2.963073 -3.143184
H -1.968149 -2.760646 -1.681357
H -3.154976 -2.668208 -4.433227
H -4.112551 -1.195305 -4.315433
H -4.076680 -2.333109 -2.969056
H -4.215058 2.896636 -2.404651
H -4.015443 1.913626 -0.958762
H -4.993994 1.314819 -2.301677

Forces on atoms 1 to 6 (eV/Å):
C -0.334 -0.167 0.319
C -0.077 0.074 -0.017
Br -0.047 -0.152 -0.177
C -0.249 -0.071 0.108
Br 0.268 0.299 0.080
O 0.357 -0.024 -0.178

For the HOMO-LUMO gap, the calculation gives 1.471 eV. For the HOMO energy, the calculation gives -4.1 eV. As for the spin multiplicity: 1. The max |F| comes out at 0.027 Eh/bohr.

Löwdin atomic charge list, values in e, 8 entries: number 1, C, carries -0.17; number 2, C, carries -0.72; number 3, Br, carries 0.82; number 4, C, carries -0.77; number 5, Br, carries 0.83; number 6, O, carries -0.05; number 7, C, carries -0.45; number 8, O, carries 0.18